Molecular formula: C28H31N4
Method: DFT, ωB97M-V/def2-TZVPD

Structure (XYZ):
```
63
Properties=species:S:1:pos:R:3:forces:R:3:lowdin_charge:R:1
C 2.86497 4.64667 2.38221 0.0 -0.2 0.2 -0.156
C 1.71649 5.63923 2.23910 0.3 0.3 -0.2 -0.139
N 0.45973 4.93837 2.22253 0.1 -0.8 0.1 -0.061
C -0.83192 5.58451 2.35149 -0.4 0.3 -0.1 -0.106
C -1.84179 4.43765 2.09711 -0.7 0.3 0.5 -0.079
C -1.00668 3.31121 1.58087 0.2 -1.1 -0.8 -0.133
C -1.29429 2.11535 0.95903 0.2 0.4 0.4 0.061
C -0.22726 1.31395 0.40516 -0.2 0.1 -0.2 -0.182
C -0.51015 0.01643 -0.08606 0.5 0.2 0.0 0.073
C 0.45163 -0.96407 -0.43519 -0.1 -0.2 0.2 -0.182
C 0.05869 -2.09395 -1.24347 0.4 -0.1 -0.2 0.060
C 1.01251 -2.96987 -1.71382 -0.4 0.9 0.7 -0.133
C 2.36877 -2.70153 -1.43497 0.3 -0.7 0.4 -0.117
N 3.16384 -3.72417 -1.82046 -0.2 0.7 -0.2 -0.063
C 4.54234 -3.80550 -1.41551 0.3 -0.1 0.3 -0.139
C 5.12618 -2.40456 -1.27158 0.0 0.2 -0.2 -0.156
C 4.27590 -1.48827 -0.38309 0.5 -0.1 0.6 -0.133
C 2.81146 -1.63875 -0.63539 -0.8 0.4 0.4 -0.131
C 1.82457 -0.88502 -0.02188 0.3 0.0 -0.8 0.035
C 2.38802 -4.85831 -2.28494 -0.2 -0.4 0.0 -0.107
C 0.95078 -4.29448 -2.40330 -0.3 -0.5 -0.6 -0.080
C 1.09107 1.88577 0.38379 0.1 0.2 0.8 0.038
C 1.42064 2.97499 1.17335 -0.4 -0.7 -0.6 -0.130
C 0.34485 3.69084 1.71672 0.0 0.8 -0.2 -0.116
C 2.80405 3.50751 1.35710 0.5 0.3 -0.5 -0.132
H 3.81048 5.18174 2.27646 -0.1 -0.1 0.1 0.119
H 2.83488 4.20883 3.38519 0.0 0.1 0.0 0.124
H 1.70404 6.35361 3.07085 0.1 -0.1 -0.2 0.133
H 1.85700 6.21298 1.30426 -0.2 -0.1 0.2 0.140
H -0.94745 6.04629 3.34011 0.0 -0.1 -0.2 0.129
H -0.95064 6.38119 1.59796 0.2 -0.2 0.2 0.132
H -2.33316 4.17330 3.04110 0.0 0.0 -0.2 0.126
H -2.61126 4.74953 1.38308 0.1 -0.1 0.2 0.126
H -2.32258 1.75635 0.89261 0.3 0.0 -0.1 0.129
H -1.56251 -0.25161 -0.21153 0.1 0.0 0.0 0.113
H -0.99461 -2.23344 -1.49172 0.2 0.1 0.2 0.119
H 4.63525 -4.32993 -0.44625 -0.1 0.0 -0.2 0.140
H 5.08946 -4.38902 -2.16521 0.0 0.1 0.2 0.133
H 6.13261 -2.48198 -0.85618 0.0 0.0 -0.1 0.119
H 5.20414 -1.94693 -2.26297 0.1 -0.1 0.0 0.124
H 4.48009 -1.70378 0.67573 0.0 0.1 -0.1 0.130
H 4.57951 -0.44627 -0.55189 -0.1 -0.2 0.1 0.124
H 2.12207 -0.21751 0.79005 -0.2 -0.2 -0.3 0.126
H 2.77814 -5.24265 -3.23561 -0.1 0.1 0.2 0.128
H 2.42295 -5.68433 -1.55465 0.1 0.2 -0.1 0.132
H 0.22569 -4.97344 -1.94284 0.1 0.2 -0.2 0.125
H 0.69472 -4.18285 -3.46385 -0.1 0.0 0.2 0.126
H 1.87006 1.46760 -0.25751 -0.3 0.0 0.3 0.125
H 3.18498 3.86002 0.38756 0.0 0.0 0.2 0.130
H 3.47506 2.70025 1.68005 -0.1 0.2 -0.1 0.124
N -4.21440 -1.45592 -0.04057 0.1 -0.1 0.2 0.009
C -4.34317 -2.55516 -0.80010 -1.0 0.2 0.0 -0.165
C -5.57364 -3.03376 -1.26438 0.3 0.6 0.4 -0.022
C -6.74432 -2.31936 -0.91315 0.6 0.3 0.1 -0.330
N -7.95071 -2.67390 -1.41943 -0.6 -0.2 -0.1 0.113
C -6.61771 -1.20548 -0.04852 0.7 -0.2 -0.1 -0.022
C -5.33227 -0.82116 0.34953 -0.5 -0.6 -0.5 -0.161
H -3.42248 -3.08322 -1.05836 -0.2 0.2 0.0 0.090
H -5.62809 -3.91759 -1.90102 0.0 0.2 0.2 0.106
H -8.78120 -2.13491 -1.21289 0.3 -0.2 -0.1 0.107
H -8.03499 -3.43405 -2.07935 0.0 0.3 0.2 0.106
H -7.49696 -0.64696 0.27564 0.3 -0.2 -0.1 0.107
H -5.20339 0.03953 1.00900 0.0 -0.2 -0.2 0.099
```
Forces are in eV/Å.

Results
E ... -35494.482 eV
ΔE to the lowest compared entry with this formula, charge and spin ... 0.000 eV
Kohn-Sham gap ... 5.8991 eV
E_LUMO ... -3.8 eV
Net charge ... +1
2S+1 ... 1